w.
Molecular formula: C10H10N2O
Method: DFT, ωB97M-V with the def2-TZVPD basis set

Output
- Structure (SMILES): Cc1noc(N)c1-c1ccccc1
- HOMO: -8.33 eV
- Gap between HOMO and LUMO: 9.0 eV
- M: 174.203 g mol⁻¹
- Net charge: 0

XYZ file:
```
23
Properties=species:S:1:pos:R:3:lowdin_charge:R:1
C -0.563 -2.717 -0.192 -0.0602
C 0.872 -1.952 -0.299 -0.2074
N 2.002 -2.714 -0.402 0.1568
O 3.061 -1.594 -0.297 0.0091
C 2.435 -0.441 -0.233 -0.4151
N 3.077 0.756 0.005 0.1117
C 1.061 -0.461 -0.234 -0.0802
C 0.023 0.564 -0.123 -0.2030
C 0.028 1.769 0.529 -0.0443
C -1.252 2.414 1.037 -0.0934
C -2.562 2.054 0.584 -0.0604
C -2.372 0.893 -0.352 -0.1350
C -1.259 0.324 -0.714 -0.1117
H -1.074 -2.471 0.769 0.0678
H -1.415 -2.638 -1.028 0.0999
H -0.447 -3.837 0.137 0.0896
H 2.809 1.523 -0.704 0.1366
H 4.061 0.910 -0.402 0.1328
H 0.986 2.271 0.976 0.1226
H -1.282 2.877 2.157 0.1353
H -3.468 2.651 0.865 0.1038
H -3.356 0.560 -0.797 0.1129
H -1.365 -0.741 -1.283 0.1318
```

=====

x.
Molecular formula: C10H10N2O
Method: DFT, ωB97M-V with the def2-TZVPD basis set

Output
- Structure (SMILES): COc1ccc2c(C)nccc2n1
- HOMO: -8.94 eV
- Gap between HOMO and LUMO: 9.0 eV
- M: 174.203 g mol⁻¹
- Net charge: 0

XYZ file:
```
23
Properties=species:S:1:pos:R:3:lowdin_charge:R:1
C 4.162 0.743 0.042 0.0026
O 3.150 -0.389 -0.279 -0.0963
C 1.840 -0.333 -0.038 -0.4002
C 1.230 -1.541 0.051 0.0340
C -0.212 -1.479 0.195 0.0460
C -0.930 -0.279 -0.062 -0.1369
C -2.340 -0.219 -0.121 -0.2960
C -3.192 -1.529 -0.200 -0.0335
N -2.890 0.935 0.097 0.0953
C -2.123 2.078 0.049 -0.1518
C -0.802 2.078 -0.037 -0.0495
C -0.119 0.859 -0.118 -0.2407
N 1.242 0.870 -0.139 0.1935
H 5.174 0.286 0.093 0.0768
H 3.820 1.604 -0.640 0.1089
H 4.243 0.916 1.172 0.0929
H 1.594 -2.494 0.079 0.0829
H -0.712 -2.472 0.402 0.1121
H -3.169 -2.035 -1.172 0.0591
H -2.633 -2.329 0.624 0.1240
H -4.315 -1.447 0.113 0.0974
H -2.683 3.034 0.216 0.1182
H -0.336 3.143 -0.327 0.1614
```

=====

Verdict on stability: x comes out on top.

=====

w.
Molecular formula: C4H12OS
Method: DFT, ωB97M-V with the def2-TZVPD basis set

Output
- Structure (SMILES): CCSCC.O
- HOMO: -8.56 eV
- Gap between HOMO and LUMO: 9.4 eV
- M: 108.206 g mol⁻¹
- Net charge: 0

XYZ file:
```
18
Properties=species:S:1:pos:R:3:lowdin_charge:R:1
C 0.000 0.000 0.000 -0.1756
C -0.143 -0.285 1.529 -0.5956
S 1.433 -0.725 2.168 0.8493
C 1.139 -1.549 3.734 -0.5654
C 2.465 -1.452 4.502 -0.2042
H -0.045 -0.922 -0.603 0.0719
H 0.976 0.484 -0.170 0.0542
H -0.796 0.683 -0.342 0.0691
H -0.597 0.584 2.044 0.0769
H -0.807 -1.156 1.691 0.0746
H 0.370 -1.134 4.414 0.0870
H 0.856 -2.594 3.503 0.0756
H 2.890 -0.434 4.523 0.0664
H 3.241 -2.150 4.145 0.0664
H 2.182 -1.736 5.530 0.0708
O 4.730 -3.186 0.658 -0.0902
H 3.958 -2.721 1.052 0.0233
H 5.413 -3.178 1.367 0.0455
```

=====

x.
Molecular formula: C4H12OS
Method: DFT, ωB97M-V with the def2-TZVPD basis set

Output
- Structure (SMILES): CCCSC.O
- HOMO: -8.36 eV
- Gap between HOMO and LUMO: 9.2 eV
- M: 108.206 g mol⁻¹
- Net charge: 0

XYZ file:
```
18
Properties=species:S:1:pos:R:3:lowdin_charge:R:1
C 0.558 1.433 -1.063 -0.1116
C 1.540 1.034 0.045 -0.3123
C 0.815 0.640 1.318 -0.5028
S 0.567 -1.164 1.477 0.8112
C -1.190 -1.515 1.184 -0.4224
H -0.041 2.261 -0.726 0.0650
H 1.114 1.912 -1.875 0.0736
H -0.120 0.727 -1.536 0.0484
H 2.257 1.846 0.121 0.1049
H 2.075 0.196 -0.341 0.0741
H -0.160 1.123 1.393 0.0741
H 1.312 0.869 2.248 0.0503
H -1.726 -0.681 0.772 0.0257
H -1.242 -2.324 0.470 0.0018
H -1.657 -1.817 2.119 0.0234
O -1.277 -1.878 -1.856 -0.0604
H -0.659 -1.131 -1.814 0.0147
H -2.167 -1.531 -1.933 0.0422
```

=====

Verdict on stability: w comes out on top.

=====

w.
Molecular formula: C7H12O2
Method: DFT, ωB97M-V with the def2-TZVPD basis set

Output
- HOMO: -8.77 eV
- Gap between HOMO and LUMO: 9.4 eV
- M: 128.171 g mol⁻¹
- Net charge: 0

XYZ file:
```
21
Properties=species:S:1:pos:R:3:lowdin_charge:R:1
C 1.167 0.099 -0.622 -0.3614
C -0.808 0.115 1.878 -0.3117
C 0.095 0.887 -1.303 -0.0372
C 2.383 0.844 -0.172 -0.0430
C 1.237 -1.316 -0.814 -0.0622
O 0.335 -0.332 1.211 -0.2663
O -4.150 -0.599 -0.178 0.0562
C -3.072 -0.406 0.553 -0.1768
C -2.075 -0.158 1.176 -0.0025
H -4.572 -1.433 0.066 0.1193
H -0.864 -0.347 2.877 0.1131
H -0.737 1.201 2.054 0.1136
H 0.446 1.147 -2.309 0.1010
H -0.821 0.309 -1.400 0.0815
H -0.119 1.813 -0.771 0.0910
H 2.119 1.780 0.317 0.0875
H 2.984 0.237 0.502 0.0905
H 2.991 1.078 -1.054 0.0996
H 2.222 -1.769 -0.759 0.0832
H 0.675 -1.407 0.301 0.1395
H 0.562 -1.740 -1.552 0.0851
```

=====

x.
Molecular formula: C7H12O2
Method: DFT, ωB97M-V with the def2-TZVPD basis set

Output
- Structure (SMILES): CO[C@]12C[C@@H]1CCCO2
- HOMO: -9.14 eV
- Gap between HOMO and LUMO: 10.1 eV
- M: 128.171 g mol⁻¹
- Net charge: 0

XYZ file:
```
21
Properties=species:S:1:pos:R:3:lowdin_charge:R:1
C -2.379 -0.648 -0.593 -0.0226
O -0.816 -0.490 -0.896 -0.0677
C -0.516 -0.067 0.389 -0.6994
C -1.086 1.333 0.743 -0.0065
C 0.441 1.002 0.524 -0.2054
C 1.438 1.057 -0.706 -0.0899
C 1.914 -0.406 -0.654 -0.1259
C 1.250 -1.334 0.549 -0.0832
O -0.134 -1.176 1.132 -0.0524
H -2.591 -1.760 -0.354 0.1019
H -2.886 0.263 0.068 0.1240
H -3.109 -0.508 -1.521 0.0925
H -1.409 1.490 1.850 0.1323
H -1.617 2.067 0.051 0.1247
H 0.838 1.016 1.544 0.1423
H 2.270 1.772 -0.397 0.1288
H 0.797 1.360 -1.447 0.0761
H 2.999 -0.653 -0.464 0.1254
H 1.663 -0.933 -1.506 0.0632
H 1.774 -1.059 1.522 0.1348
H 1.161 -2.327 0.164 0.1070
```

=====

y.
Molecular formula: C7H12O2
Method: DFT, ωB97M-V with the def2-TZVPD basis set

Output
- Structure (SMILES): CC1(C)C[C@@](C)(O)C1=O
- HOMO: -9.30 eV
- Gap between HOMO and LUMO: 10.1 eV
- M: 128.171 g mol⁻¹
- Net charge: 0

XYZ file:
```
21
Properties=species:S:1:pos:R:3:lowdin_charge:R:1
C 1.542 -0.545 -1.080 -0.0293
C 0.903 0.110 0.131 -0.4081
C 1.953 0.681 1.069 -0.0328
C -0.335 -0.840 0.782 0.0122
C -1.406 0.045 0.153 -0.5025
C -2.099 -0.489 -1.090 0.0085
O -2.382 0.574 1.008 0.0212
C -0.229 1.049 -0.133 -0.3105
O -0.308 2.252 -0.183 0.1338
H 2.128 0.188 -1.634 0.0918
H 2.209 -1.345 -0.762 0.0892
H 0.798 -0.979 -1.742 0.0712
H 2.662 -0.092 1.360 0.0849
H 2.506 1.477 0.571 0.0892
H 1.488 1.115 1.953 0.0869
H -0.332 -0.821 1.868 0.1172
H -0.265 -1.850 0.392 0.1105
H -2.862 -1.202 -0.784 0.0915
H -1.401 -0.973 -1.766 0.0735
H -2.587 0.332 -1.611 0.0935
H -1.983 1.311 1.496 0.1083
```

=====

z.
Molecular formula: C7H12O2
Method: DFT, ωB97M-V with the def2-TZVPD basis set

Output
- Structure (SMILES): CC1=CCC[C@@]12CO2.O
- HOMO: -9.23 eV
- Gap between HOMO and LUMO: 10.1 eV
- M: 128.171 g mol⁻¹
- Net charge: 0

XYZ file:
```
21
Properties=species:S:1:pos:R:3:lowdin_charge:R:1
C 1.549 -1.517 1.405 -0.0383
C 0.363 -0.660 1.106 -0.2176
C -0.802 -0.599 1.774 -0.0281
C -1.814 0.306 1.130 -0.1661
C -1.009 1.011 0.022 -0.0924
C 0.284 0.223 -0.091 -0.3303
C 1.422 0.672 -0.891 -0.0993
O 0.686 -0.428 -1.399 -0.0568
H 2.430 -0.897 1.630 0.0837
H 1.359 -2.168 2.266 0.0814
H 1.808 -2.146 0.541 0.0903
H -1.011 -1.160 2.687 0.1166
H -2.660 -0.274 0.731 0.1173
H -2.239 1.018 1.852 0.1110
H -1.532 1.048 -0.943 0.1196
H -0.779 2.047 0.307 0.1268
H 1.315 1.605 -1.457 0.1256
H 2.431 0.437 -0.528 0.1199
O -0.849 0.262 -3.580 -0.0749
H -0.655 1.186 -3.757 0.0235
H -0.296 0.033 -2.805 -0.0119
```

=====

Verdict on stability: y comes out on top.

=====

w.
Molecular formula: C2H3N2O2
Method: DFT, ωB97M-V with the def2-TZVPD basis set

Output
- HOMO: -16.00 eV
- Gap between HOMO and LUMO: 9.9 eV
- M: 87.058 g mol⁻¹
- Net charge: +1

XYZ file:
```
9
Properties=species:S:1:pos:R:3:lowdin_charge:R:1
C 1.784 0.019 0.073 -0.1608
C -0.905 -1.013 0.010 0.1142
N 0.581 0.290 -0.038 -0.0206
N -1.959 -0.670 -0.333 0.3010
O 2.850 -0.436 0.149 0.2969
O -0.203 1.454 -0.032 0.0458
H -0.277 -1.839 0.146 0.1271
H -2.311 0.236 -0.526 0.1282
H 0.440 1.959 0.551 0.1682
```

=====

x.
Molecular formula: C2H3N2O2
Method: DFT, ωB97M-V with the def2-TZVPD basis set

Output
- HOMO: -15.60 eV
- Gap between HOMO and LUMO: 10.0 eV
- M: 87.058 g mol⁻¹
- Net charge: +1

XYZ file:
```
9
Properties=species:S:1:pos:R:3:lowdin_charge:R:1
C 1.164 0.064 -1.335 -0.1595
C -0.699 0.513 1.544 -0.3744
N -1.419 0.613 0.550 0.1595
N 0.616 -0.944 -0.850 0.2747
O 0.194 0.420 2.273 0.2054
O 1.506 1.024 -1.761 0.4189
H -2.247 1.184 0.374 0.1161
H -0.179 -0.972 -0.240 0.1085
H 1.062 -1.902 -0.556 0.2507
```

=====

Verdict on stability: x comes out on top.